Entry 1:
Entry from OMol25: a molecular structure, C35H49BrNO7PPdS2 (wB97M-V/def2-TZVPD).

Each line ends with the Mulliken charge.
Geometry (Å):
Pd -0.265 0.789 0.501  0.553
O -0.505 3.420 -0.832  -0.714
S -1.158 2.396 -1.621  0.998
O -2.130 2.814 -2.589  -0.778
O -1.837 1.362 -0.711  -0.689
O -0.010 1.613 -2.271  -0.569
C -3.184 2.197 3.908  -1.665
C -2.307 2.211 2.658  0.546
C -1.341 3.398 2.654  -1.471
P -1.353 0.677 2.381  1.421
C -2.493 -0.744 2.513  0.427
C -3.676 -0.559 1.568  -1.406
C -1.736 -2.038 2.220  -1.536
C -0.077 0.472 3.605  -0.659
C -0.271 0.388 4.987  -0.626
C 0.793 0.221 5.850  0.249
C 0.602 0.134 7.337  -1.588
C 2.077 0.133 5.278  -1.009
C 2.295 0.201 3.925  -0.601
C 1.204 0.374 3.036  0.185
N 1.319 0.470 1.685  1.473
C 2.554 0.232 1.047  -0.262
C 3.258 1.309 0.503  0.763
C 2.718 2.706 0.618  -1.533
C 4.455 1.059 -0.161  -0.599
C 4.962 -0.226 -0.295  0.489
C 6.273 -0.475 -0.989  -1.762
C 4.229 -1.286 0.233  -0.859
C 3.027 -1.078 0.891  1.238
C 2.217 -2.233 1.403  -1.645
H -3.844 3.065 3.899  0.448
H -2.573 2.260 4.810  0.335
H -3.810 1.306 3.977  0.365
H -2.931 2.284 1.760  0.509
H -0.652 3.339 3.500  0.267
H -1.905 4.328 2.736  0.489
H -0.765 3.436 1.728  0.211
H -2.840 -0.760 3.554  0.736
H -3.300 -0.474 0.549  -0.114
H -4.257 0.334 1.798  0.328
H -4.340 -1.423 1.626  0.647
H -1.363 -2.028 1.193  -0.030
H -2.405 -2.893 2.329  0.562
H -0.891 -2.169 2.897  0.343
H -1.275 0.448 5.391  0.243
H -0.454 0.204 7.598  0.352
H 1.127 0.939 7.855  0.325
H 0.981 -0.810 7.734  0.335
H 2.933 0.003 5.931  0.406
H 3.300 0.129 3.531  0.542
H 2.397 2.913 1.640  0.238
H 1.840 2.852 -0.022  0.227
H 3.474 3.436 0.332  0.477
H 5.007 1.895 -0.578  0.342
H 6.578 0.390 -1.578  0.383
H 6.210 -1.338 -1.653  0.375
H 7.066 -0.678 -0.265  0.411
H 4.599 -2.299 0.116  0.408
H 2.623 -3.179 1.045  0.444
H 1.180 -2.142 1.073  0.086
H 2.204 -2.257 2.495  0.377
Br -7.602 0.523 -4.906  -0.186
C -5.926 0.123 -4.133  0.123
C -5.866 -0.242 -2.797  -0.944
C -4.636 -0.544 -2.241  -0.132
C -3.482 -0.464 -3.011  0.654
C -3.558 -0.080 -4.346  0.010
C -4.785 0.205 -4.915  -0.931
C -2.192 -0.805 -2.375  0.386
O -1.154 -0.282 -3.156  -0.169
O -1.988 -1.484 -1.416  -0.702
H -6.767 -0.285 -2.204  0.453
H -4.565 -0.831 -1.203  0.391
H -2.661 0.006 -4.941  0.415
H -4.857 0.501 -5.952  0.439
C -1.109 -3.731 -3.810  -1.362
C -0.050 -2.727 -4.253  -0.457
C 0.723 -2.072 -3.104  -1.085
S 0.408 -0.330 -2.682  0.819
O 1.021 -0.321 -1.357  -0.261
C 1.275 0.447 -4.045  -1.287
C 2.668 0.888 -3.599  -0.093
C 3.677 -0.228 -3.362  -1.092
H -1.589 -4.177 -4.681  0.403
H -1.880 -3.287 -3.185  0.206
H -0.645 -4.535 -3.237  0.388
H -0.495 -1.965 -4.899  0.220
H 0.676 -3.255 -4.875  0.510
H 1.786 -2.047 -3.342  0.592
H 0.637 -2.599 -2.155  0.600
H 0.667 1.301 -4.324  0.547
H 1.283 -0.296 -4.843  0.674
H 2.563 1.499 -2.701  0.043
H 3.026 1.551 -4.390  0.547
H 3.447 -0.795 -2.459  0.030
H 4.669 0.199 -3.221  0.408
H 3.726 -0.910 -4.215  0.408

As for the spin multiplicity: 1. As for the electronic energy: -157394.85154 eV. For the energy relative to the best compared isomer or geometry (same formula, charge and spin), the calculation gives 0.0 kcal/mol. The calculation puts the largest force on an atom at 0.90 eV/Å. As for the charge: 0.

Entry 2:
Entry from OMol25: a molecular structure, C35H49Ge2N3O8PtTe in a non-equilibrium geometry (wB97M-V/def2-TZVPD).

Each line ends with the Mulliken spin population.
Geometry (Å):
Pt -0.953 0.518 0.228  0.064
C -4.197 4.109 1.388  0.000
C -2.935 3.266 1.391  0.000
Ge -2.688 2.061 -0.226  0.003
C -2.568 3.146 -1.938  0.001
C -3.795 4.007 -2.185  0.000
C -4.375 1.053 -0.373  0.001
C -4.423 -0.275 -0.237  0.000
Ge -2.638 -1.219 -0.080  -0.006
C -2.117 -1.981 -1.893  0.000
C -2.864 -3.220 -2.365  0.000
C -2.407 -2.445 1.534  -0.002
C -3.391 -3.585 1.737  0.000
C -5.660 -1.055 -0.273  0.000
C -5.599 -2.445 -0.354  0.000
C -6.742 -3.222 -0.360  0.000
C -7.988 -2.620 -0.309  0.000
C -8.070 -1.238 -0.244  0.000
C -6.926 -0.465 -0.215  0.000
H -4.354 4.557 2.369  0.000
H -5.069 3.506 1.150  0.000
H -4.123 4.917 0.665  0.000
H -2.956 2.602 2.256  0.000
H -2.064 3.912 1.495  0.001
H -2.448 2.447 -2.767  0.000
H -1.682 3.780 -1.920  0.000
H -4.703 3.420 -2.071  0.000
H -3.779 4.420 -3.193  0.000
H -3.827 4.835 -1.484  0.000
H -5.292 1.604 -0.547  0.000
H -1.052 -2.193 -1.848  -0.001
H -2.257 -1.176 -2.617  0.000
H -2.771 -4.034 -1.647  0.000
H -2.443 -3.561 -3.310  0.000
H -3.920 -3.013 -2.521  0.000
H -2.428 -1.789 2.404  0.000
H -1.399 -2.850 1.453  0.004
H -4.408 -3.218 1.848  0.000
H -3.129 -4.131 2.643  0.000
H -3.363 -4.288 0.908  0.000
H -4.632 -2.920 -0.416  0.000
H -6.664 -4.300 -0.398  0.000
H -8.886 -3.219 -0.315  0.000
H -9.037 -0.756 -0.208  0.000
H -7.020 0.608 -0.142  0.000
C 0.697 2.763 2.054  0.059
C 0.918 3.481 0.741  0.008
O 0.827 2.531 -0.308  0.016
C 1.077 3.099 -1.583  0.003
C 0.746 2.092 -2.669  0.046
H 0.549 3.471 2.863  0.001
H 1.550 2.126 2.283  -0.016
H -0.205 2.145 1.970  -0.012
H 1.908 3.958 0.709  -0.001
H 0.155 4.258 0.589  0.000
H 2.132 3.409 -1.633  0.012
H 0.468 4.004 -1.704  -0.001
H 1.493 1.304 -2.707  0.005
H 0.696 2.584 -3.638  0.000
H -0.217 1.632 -2.446  -0.005
C 9.128 0.440 -0.484  -0.005
C 7.637 0.488 -0.407  0.064
C 6.856 0.718 -1.532  -0.018
C 5.476 0.721 -1.464  -0.150
C 4.671 0.969 -2.700  0.135
C 4.844 0.490 -0.234  -0.088
Te 2.742 0.360 -0.181  1.649
C 5.618 0.291 0.917  0.025
C 5.026 0.066 2.274  0.041
C 6.998 0.292 0.808  -0.037
H 9.484 0.732 -1.468  0.000
H 9.480 -0.571 -0.277  0.006
H 9.568 1.099 0.263  0.004
H 7.338 0.882 -2.485  0.001
H 5.317 1.112 -3.563  0.003
H 4.056 1.862 -2.581  -0.011
H 4.006 0.126 -2.898  0.001
H 3.947 0.227 2.282  0.038
H 5.480 0.743 2.995  0.006
H 5.226 -0.951 2.613  0.005
H 7.592 0.118 1.694  0.002
O 4.771 -4.949 2.241  0.005
N 4.206 -4.044 2.824  -0.002
O 4.488 -3.664 3.944  0.004
C 3.159 -3.365 2.128  0.013
C 2.418 -2.365 2.755  -0.015
C 1.438 -1.687 2.061  -0.022
C 1.175 -1.927 0.665  0.098
O 0.301 -1.343 -0.020  -0.018
C 2.026 -2.926 0.072  0.044
C 2.949 -3.650 0.778  0.003
N 1.946 -3.089 -1.345  0.001
O 1.985 -4.209 -1.801  0.008
O 1.878 -2.065 -2.002  0.021
N 0.789 -0.589 2.682  -0.008
O 1.451 0.087 3.465  -0.008
O -0.375 -0.316 2.371  0.018
H 2.606 -2.116 3.791  0.002
H 3.548 -4.402 0.283  0.003

As for the spin multiplicity: 3. As for the electronic energy: -181500.45692 eV. For the energy relative to the best compared isomer or geometry (same formula, charge and spin), the calculation gives 45.7 kcal/mol. The calculation puts the largest force on an atom at 1.55 eV/Å. As for the charge: 0.